Entry from the OMol25 dataset: an isolated molecule of C4H6FNO (the ωB97M-V functional and the def2-TZVPD basis).

Geometry as XYZ:
```
13
C4H6FNO, DFT the ωB97M-V functional and the def2-TZVPD basis
F 2.397 -1.090 -0.045
O 0.262 1.703 0.025
N -0.308 -0.579 -0.064
C 0.615 0.510 -0.041
C 2.136 0.253 -0.018
C -1.512 -0.449 0.725
C -1.554 -0.312 -0.746
H -1.806 0.683 -1.131
H 2.524 0.649 0.927
H -1.551 0.443 1.347
H -1.989 -1.156 -1.274
H 2.625 0.737 -0.853
H -1.838 -1.393 1.147
```

Values from the calculation:
Multiplicity: 1
HOMO level: -9.89 eV
Structure (SMILES): O=C(CF)N1CC1
Calculated total energy: -10498.5912 eV
LUMO energy: 0.91 eV
Relative energy (zero: lowest compared OMol25 entry of this formula, charge and spin): 150.73 kJ/mol
Kohn-Sham gap: 0.3966 Ha

Here are the natural (NBO) charges for atoms 1 to 6, given in e: atom 1 (F): -0.346, atom 2 (O): -0.566, atom 3 (N): -0.489, atom 4 (C): 0.669, atom 5 (C): -0.033, atom 6 (C): -0.231

Entry from the OMol25 dataset: an isolated molecule of C4H6FNO2 (the ωB97M-V functional and the def2-TZVPD basis).

Geometry as XYZ:
```
14
C4H6FNO2, DFT the ωB97M-V functional and the def2-TZVPD basis
F -2.257 -0.463 -0.589
O 2.360 0.091 -0.714
O -0.251 -1.620 0.832
N 0.331 -0.542 0.168
C -1.636 0.689 -0.223
C 1.653 -0.746 -0.188
C 0.399 1.961 0.512
C -0.331 0.682 0.121
H 0.739 1.862 1.562
H 1.276 2.127 -0.117
H 2.052 -1.770 0.095
H -2.320 1.551 -0.210
H -0.274 2.808 0.390
H -0.855 -1.898 0.119
```

Values from the calculation:
Multiplicity: 1
HOMO level: -9.17 eV
Structure (SMILES): C/C(=C/F)N(O)C=O
Calculated total energy: -12545.4358 eV
LUMO energy: 0.83 eV
Relative energy (zero: lowest compared OMol25 entry of this formula, charge and spin): 256.12 kJ/mol
Kohn-Sham gap: 0.3673 Ha

Here are the natural (NBO) charges for atoms 1 to 6, given in e: atom 1 (F): -0.350, atom 2 (O): -0.590, atom 3 (O): -0.518, atom 4 (N): -0.200, atom 5 (C): 0.201, atom 6 (C): 0.516

Entry from the OMol25 dataset: an isolated molecule of C4H6FNO2 (the ωB97M-V functional and the def2-TZVPD basis).

Geometry as XYZ:
```
14
C4H6FNO2, DFT the ωB97M-V functional and the def2-TZVPD basis
F 2.635 0.917 0.443
O -2.377 0.592 0.823
O -1.032 -1.999 0.182
N 1.982 -0.269 -0.019
C 0.568 -0.239 0.259
C 0.005 -1.555 -0.142
C -0.355 0.836 -0.361
C -1.565 1.262 -0.012
H -1.760 -0.156 1.148
H 0.501 -0.290 1.392
H 0.230 1.429 -1.134
H 0.683 -2.034 -0.855
H -1.867 2.031 -0.712
H 2.353 -0.526 -1.012
```

Values from the calculation:
Multiplicity: 3
HOMO level (spin up / spin down): -4.57 / -8.81 eV
⟨S²⟩: 2.017
Calculated total energy: -12538.1936 eV
LUMO energy (spin up / spin down): 0.42 / -4.08 eV
Relative energy (zero: lowest compared OMol25 entry of this formula, charge and spin): 351.96 kJ/mol
Kohn-Sham gap (spin up / spin down): 0.1832 / 0.1740 Ha

Here are the natural (NBO) charges for atoms 1 to 6, given in e: atom 1 (F): -0.285, atom 2 (O): -0.618, atom 3 (O): -0.591, atom 4 (N): -0.045, atom 5 (C): -0.261, atom 6 (C): 0.223

Entry from the OMol25 dataset: a cluster of 2 separate species, C4H6FNO2 in total (the ωB97M-V functional and the def2-TZVPD basis).

Geometry as XYZ:
```
14
C4H6FNO2, DFT the ωB97M-V functional and the def2-TZVPD basis
F -3.979 -0.831 0.227
O -1.927 -1.700 0.206
O -1.143 0.088 -1.733
N -1.841 2.225 0.698
C 0.715 -0.209 1.493
C -2.315 0.342 -1.037
C -2.647 -0.842 -0.082
C -2.066 1.410 -0.088
H -0.302 0.260 1.411
H 1.282 0.672 1.841
H -3.173 0.356 -1.741
H 1.062 -0.469 0.498
H -0.406 -0.306 -1.168
H 0.798 -1.121 2.149
```

Values from the calculation:
Multiplicity: 3
HOMO level (spin up / spin down): -6.44 / -12.05 eV
⟨S²⟩: 2.010
Calculated total energy: -12540.8983 eV
LUMO energy (spin up / spin down): 0.52 / -4.80 eV
Relative energy (zero: lowest compared OMol25 entry of this formula, charge and spin): 90.99 kJ/mol
Kohn-Sham gap (spin up / spin down): 0.2558 / 0.2665 Ha

Here are the natural (NBO) charges for atoms 1 to 6, given in e: atom 1 (F): -0.301, atom 2 (O): -0.213, atom 3 (O): -0.668, atom 4 (N): -0.264, atom 5 (C): -0.864, atom 6 (C): 0.010

Entry from the OMol25 dataset: an isolated molecule of C4H6FNOS (the ωB97M-V functional and the def2-TZVPD basis).

Geometry as XYZ:
```
14
C4H6FNOS, DFT the ωB97M-V functional and the def2-TZVPD basis
S 2.516 -0.936 -0.290
F -1.884 -0.449 -1.153
O -0.872 1.153 0.346
N 1.403 1.619 -0.392
C -0.169 -0.007 0.197
C -0.687 -1.221 0.862
C 1.269 0.352 -0.212
C -0.750 -0.983 -0.644
H 0.619 2.296 -0.457
H -0.166 -2.018 1.340
H -1.930 0.584 0.259
H -0.297 -1.659 -1.289
H 2.320 2.069 -0.190
H -1.371 -0.800 1.625
```

Values from the calculation:
Multiplicity: 1
HOMO level: -8.26 eV
Structure (SMILES): NC(=S)[C@]1(O)C[C@H]1F
Calculated total energy: -21332.0620 eV
LUMO energy: 0.61 eV
Relative energy (zero: lowest compared OMol25 entry of this formula, charge and spin): 370.82 kJ/mol
Kohn-Sham gap: 0.3261 Ha

Here are the natural (NBO) charges for atoms 1 to 6, given in e: atom 1 (S): -0.309, atom 2 (F): -0.337, atom 3 (O): -0.697, atom 4 (N): -0.756, atom 5 (C): 0.097, atom 6 (C): -0.496

Entry from the OMol25 dataset: an isolated molecule of C4H6FNS (the ωB97M-V functional and the def2-TZVPD basis).

Geometry as XYZ:
```
13
C4H6FNS, DFT the ωB97M-V functional and the def2-TZVPD basis
S -2.137 -1.762 1.038
F -1.009 -1.175 -1.703
N -0.507 0.478 1.102
C -0.129 -0.914 -0.651
C 0.736 0.992 0.458
C 0.651 0.325 -0.895
C -0.992 -0.680 0.579
H 0.446 -1.868 -0.509
H -0.015 0.903 -1.540
H 0.651 2.100 0.467
H 1.622 0.146 -1.346
H -0.908 0.808 1.987
H 1.589 0.645 1.013
```

Values from the calculation:
Multiplicity: 1
HOMO level: -8.38 eV
Structure (SMILES): F[C@H]1CCNC1=S
Calculated total energy: -19287.8943 eV
LUMO energy: 0.68 eV
Relative energy (zero: lowest compared OMol25 entry of this formula, charge and spin): 12.83 kJ/mol
Kohn-Sham gap: 0.3328 Ha

Here are the natural (NBO) charges for atoms 1 to 6, given in e: atom 1 (S): -0.106, atom 2 (F): -0.353, atom 3 (N): -0.573, atom 4 (C): 0.130, atom 5 (C): -0.206, atom 6 (C): -0.462

Entry from the OMol25 dataset: a structure of composition C4H6FeO2 (the ωB97M-V functional and the def2-TZVPD basis).

Geometry as XYZ:
```
13
C4H6FeO2, DFT the ωB97M-V functional and the def2-TZVPD basis
Fe 0.053 -3.593 -0.623
O 0.688 -1.776 -0.808
O -0.396 -0.621 1.228
C 0.908 1.550 -0.854
C 0.495 -0.394 0.228
C 0.568 0.665 -1.900
C 0.195 -0.587 -1.207
H -0.076 -0.611 -2.510
H 1.508 -0.295 0.632
H -1.179 -1.084 0.905
H -0.008 1.061 -2.741
H 1.933 1.634 -0.491
H 0.299 2.452 -0.757
```

Values from the calculation:
Multiplicity: 6
HOMO level (spin up / spin down): -11.67 / -12.39 eV
⟨S²⟩: 8.953
Calculated total energy: -42708.3811 eV
LUMO energy (spin up / spin down): -5.48 / -5.76 eV
Relative energy (zero: lowest compared OMol25 entry of this formula, charge and spin): 688.65 kJ/mol
Kohn-Sham gap (spin up / spin down): 0.2275 / 0.2438 Ha
Total charge: +1

Here are the natural (NBO) charges for atoms 1 to 6, given in e: atom 1 (Fe): 0.892, atom 2 (O): -0.745, atom 3 (O): -0.622, atom 4 (C): -0.261, atom 5 (C): 0.391, atom 6 (C): -0.266

Entry from the OMol25 dataset: a structure of composition C4H6FeO2 (the ωB97M-V functional and the def2-TZVPD basis).

Geometry as XYZ:
```
13
C4H6FeO2, DFT the ωB97M-V functional and the def2-TZVPD basis
Fe -0.104 2.281 -0.344
O -1.724 1.321 0.140
O 2.599 0.658 0.101
C 1.330 0.725 0.265
C -0.811 -0.882 -0.179
C 0.633 -0.545 0.156
C -1.893 0.110 0.029
H 2.954 1.396 -0.420
H -1.107 -1.782 0.382
H 0.679 -0.497 1.352
H 1.286 -1.291 -0.321
H -2.924 -0.281 0.068
H -0.919 -1.213 -1.229
```

Values from the calculation:
Multiplicity: 6
HOMO level (spin up / spin down): -25.64 / -26.08 eV
⟨S²⟩: 8.759
Calculated total energy: -42685.4456 eV
LUMO energy (spin up / spin down): -16.46 / -19.37 eV
Relative energy (zero: lowest compared OMol25 entry of this formula, charge and spin): 15.37 kJ/mol
Kohn-Sham gap (spin up / spin down): 0.3371 / 0.2465 Ha
Total charge: +3

Here are the natural (NBO) charges for atoms 1 to 6, given in e: atom 1 (Fe): 1.795, atom 2 (O): -0.657, atom 3 (O): -0.413, atom 4 (C): 0.371, atom 5 (C): -0.583, atom 6 (C): -0.495

Among the records above, which one has the highest calculated total energy?
C4H6FNO

The lowest relative energy (zero: lowest compared OMol25 entry of this formula, charge and spin) belongs to which entry?
C4H6FNS

Look up the calculated total energy of the first one.
-10498.5912 eV